Entry 1:
52
Properties=species:S:1:pos:R:3:forces:R:3 method="wB97M-V/def2-TZVPD" orbital_gap_ev="6.068 / 5.861" s2=1.232 relative_energy_ev=3.4332 charge=-2 spin_multiplicity=2 e_homo_ev="-1.01 / -0.83" total_energy_ha=-2612.32493 molar_mass_g_mol=584.73
Pt -0.207200 -0.202300 -0.225300 0.1112 -0.2387 0.0387
C -3.791800 -0.467400 -5.236700 0.2828 0.1136 0.2025
C -2.402000 -0.398800 -4.613600 -0.0250 -0.2556 -0.1334
O -2.308200 0.569900 -3.602200 0.0450 0.4085 0.1112
P -2.927600 0.302800 -2.081100 -0.5288 0.0275 -0.4005
S -1.391800 -2.110500 -0.310100 0.7490 0.5716 -0.3038
S -1.855100 1.641600 -0.989400 0.5259 -0.1755 0.4839
O -4.362200 1.192600 -2.390000 0.3770 -0.1426 -0.4644
C -5.110700 1.693300 -1.320100 -0.2333 0.0650 0.2031
C -5.136900 3.219200 -1.357700 0.0868 -0.3880 0.0003
H -3.811100 -1.218100 -6.027500 -0.0506 -0.0527 -0.0797
H -4.064300 0.505200 -5.641100 -0.0836 0.0711 -0.0702
H -4.509000 -0.728000 -4.463300 -0.1790 -0.0563 0.0070
H -1.661900 -0.102800 -5.368400 -0.0528 -0.1867 0.0866
H -2.132500 -1.388800 -4.224700 0.0790 0.0324 -0.0123
H -4.696800 1.359000 -0.358900 -0.0806 0.0407 -0.0569
H -6.134700 1.293000 -1.415100 0.1067 0.0938 0.1488
H -4.117400 3.589700 -1.292400 0.0841 0.0466 -0.0023
H -5.710000 3.606800 -0.519700 -0.1613 0.1275 0.1753
H -5.582900 3.564200 -2.288700 -0.0325 0.0542 -0.1067
C 4.083200 -1.819500 -2.470600 -0.5170 0.2938 0.2760
Si 2.273700 -1.649900 -1.811300 -0.1440 -0.5436 -0.2943
C 2.055800 -3.245400 -0.768200 -0.1023 0.6297 -0.2373
C 1.201300 -1.763000 -3.401900 0.2302 0.1598 0.6758
C 1.929700 -0.100800 -0.819800 -1.2712 -0.2130 -0.2362
Si 2.169100 1.645500 -1.467600 0.2797 0.6114 -0.3174
C 4.006300 1.935200 -1.996600 -0.5090 -0.2534 0.2412
C 1.218700 2.155300 -3.061100 0.1407 -0.4375 0.6897
C 1.869200 2.970600 -0.120000 -0.0462 -0.5834 -0.3743
H 4.246500 -2.774700 -2.963200 -0.1121 -0.2442 -0.0740
H 4.796200 -1.740700 -1.656800 0.2052 0.0415 0.2329
H 4.311500 -1.036900 -3.186100 0.0774 0.2287 -0.1839
H 2.206000 -4.157200 -1.343400 0.0917 -0.0612 -0.2476
H 1.054100 -3.270500 -0.349100 -0.1326 -0.0014 0.0436
H 2.757000 -3.252900 0.061500 0.2065 0.0543 0.1830
H 1.254500 -2.734700 -3.889300 0.1305 -0.2009 0.0231
H 1.508300 -1.009000 -4.121900 0.0950 0.1984 -0.1507
H 0.163900 -1.572200 -3.142300 -0.1854 0.0292 0.0774
H 2.374400 -0.171900 0.176600 0.2432 0.0504 0.0703
H 4.264900 1.315300 -2.848500 0.0623 -0.1942 -0.2230
H 4.683100 1.683400 -1.187800 0.2045 -0.0951 0.2447
H 4.191700 2.969200 -2.275400 -0.0954 0.2741 -0.0337
H 1.540100 1.557200 -3.908700 0.1092 -0.1972 -0.1983
H 1.392900 3.200400 -3.311900 0.1618 0.1846 0.1057
H 0.149600 2.017900 -2.940100 -0.2296 -0.0680 0.0272
H 2.444500 2.723400 0.766500 0.1040 -0.1530 0.2263
H 0.822400 2.986100 0.166500 -0.2276 -0.0083 0.0876
H 2.153100 3.972300 -0.439400 0.0581 0.0897 -0.2402
O 2.412100 0.318200 2.617500 1.0307 -0.0160 -0.4572
C 1.205400 0.322400 2.823900 -0.3195 -0.0678 1.8423
O 0.230100 0.418200 2.064700 -0.7093 0.3058 -0.9756
H 0.892500 0.237300 3.938200 0.1505 0.0303 -0.6305

Entry 2:
53
Properties=species:S:1:pos:R:3:forces:R:3 method="wB97M-V/def2-TZVPD" orbital_gap_ev=8.972 charge=0 e_homo_ev=-8.49 total_energy_ha=-2594.39018 molar_mass_g_mol=414.63
C -1.129412 -1.261906 -2.066025 -0.7401 -0.6958 -1.4931
C -0.909342 -0.344237 -0.912317 -1.7621 1.3061 -1.2654
C -2.103994 0.663300 -0.622500 1.7841 1.1534 -0.8721
O -2.208173 0.728021 0.814276 -1.2768 0.8954 -1.4427
C -1.377285 -0.122370 1.264464 2.8648 -3.4935 5.2790
O -1.013207 -0.219362 2.458295 -1.2127 0.1608 -4.2913
O -0.987584 -1.026055 0.256853 0.7365 -0.5978 3.7236
H -1.121936 -2.310270 -1.767739 0.5243 0.0522 0.1223
H -0.428608 -1.068464 -2.878151 0.2768 -0.2695 0.2119
H -2.092698 -1.175353 -2.568739 -0.3476 0.3538 0.2641
H 0.074349 0.087870 -1.095985 -0.0102 0.6761 0.6426
H -3.020473 0.318575 -1.101398 -0.0128 0.4056 0.2264
H -1.735630 1.674205 -0.797048 -0.8149 0.0619 -1.0874
C -0.119145 7.541337 3.282323 1.4589 0.3198 -1.7673
S 1.108123 6.217950 3.159666 1.6183 -1.9495 -1.5772
O 1.368177 5.806650 1.643768 -0.8355 1.7806 3.6366
C 2.551421 7.274721 3.686029 -0.9061 0.1782 -1.3445
H 0.214882 8.083052 2.397413 -0.7641 0.1147 -0.6795
H 0.131683 8.312983 4.010161 -0.6412 -0.7271 0.8444
H -1.100063 7.087868 3.139955 0.0352 0.5362 0.4766
H 2.402814 8.095316 2.984145 0.3760 0.4056 0.1531
H 3.502908 6.815547 3.417826 -0.2878 -0.3285 0.2991
H 2.485388 7.637293 4.711833 -0.0605 -0.3361 -0.0493
C -0.890815 4.412027 -6.300245 1.0113 -0.8706 0.3106
S 0.826545 3.968844 -6.962876 -0.5129 -0.8910 0.6998
O 1.510299 3.360234 -5.763961 -0.6090 0.4530 -0.9897
C 0.258368 2.560898 -8.083970 -0.5113 2.2189 0.5636
H -1.664558 4.723161 -7.002121 0.3464 0.0423 -0.1213
H -0.726606 5.117739 -5.485932 0.1227 0.3417 -0.3943
H -1.160111 3.494558 -5.776968 -0.2515 -0.1609 -0.2018
H -0.216383 3.132066 -8.881758 0.0653 -0.0641 -0.3708
H -0.575825 2.097809 -7.556926 0.6249 -0.8223 -0.0204
H 1.114655 2.023008 -8.490849 -0.2929 -0.2582 0.5251
C 5.338304 -5.174564 1.960050 -0.8169 -0.2363 0.2381
S 4.543291 -5.384972 0.286186 -1.0946 1.5340 1.5061
O 3.035599 -5.408444 0.557554 2.2461 0.0322 -0.4752
C 4.977068 -3.619482 -0.169192 -0.6220 -0.2711 -1.0270
H 6.427836 -5.184067 1.990576 -0.0672 -0.0657 -0.4391
H 4.943045 -5.951496 2.614459 0.1117 -0.3088 -0.2701
H 4.961515 -4.251671 2.400950 0.0338 0.1799 -0.2901
H 5.892057 -3.216394 0.264885 -0.1048 -0.3364 0.1334
H 4.115330 -2.981330 0.026426 -0.0549 -0.2305 0.7249
H 5.030489 -3.551452 -1.255750 0.3628 -0.2977 -0.1052
C -3.179314 -5.987798 5.008765 -1.6014 -0.2387 -0.8765
S -3.871197 -6.717808 3.453702 -1.2940 -1.5411 -1.9874
O -4.879560 -7.856197 3.772776 1.8879 2.2105 0.2496
C -4.992168 -5.423143 2.690140 -0.8678 1.0740 0.6280
H -2.725680 -5.004824 4.881903 -0.2893 -0.0398 -0.2065
H -2.428514 -6.698330 5.354505 -0.3875 -0.0767 0.0715
H -4.137199 -5.992102 5.528888 0.5625 0.2886 1.0752
H -6.014079 -5.527831 3.054603 0.1568 -0.4802 0.8315
H -5.229107 -5.409539 1.626302 1.1206 -1.1263 -0.3642
H -4.775478 -4.365571 2.840777 0.7226 -0.0612 0.5723

Entry 3:
62
Properties=species:S:1:pos:R:3:forces:R:3 method="wB97M-V/def2-TZVPD" orbital_gap_ev=7.809 relative_energy_ev=3.9229 charge=-1 e_homo_ev=-5.28 total_energy_ha=-2796.57548 molar_mass_g_mol=707.79
Tl 0.527670 0.156711 0.400114 0.5609 -0.6875 0.3764
O -0.203373 1.873116 -1.614300 0.2342 0.0543 -0.4822
C -0.579847 1.286385 -2.841533 0.0291 0.0557 -0.1189
C 0.146467 -0.016724 -3.139550 -0.0415 0.0460 -0.0675
N -0.099704 -1.081891 -2.179634 0.0524 -0.1117 -0.1381
C -1.516918 -1.351239 -1.942432 -0.0819 -0.0246 -0.0247
C -1.657680 -2.382877 -0.811412 0.0754 0.2034 0.2445
O -2.131302 -3.486079 -1.053225 -0.0449 -0.0904 -0.0375
O -1.233992 -1.938634 0.317347 -0.3038 0.0602 0.1857
C 0.595053 -2.316663 -2.552636 -0.0458 -0.0255 0.0432
C 1.578482 -2.799913 -1.498137 0.1968 0.2054 0.2247
O 1.531823 -4.119832 -1.336455 0.0490 -0.3473 0.1363
O 2.344053 -2.080323 -0.898937 -0.1624 0.0405 -0.0959
H -0.843782 1.646484 -0.912234 -0.5926 0.4332 -0.2085
H -0.308030 1.986024 -3.638356 -0.0253 0.0050 0.0065
H -1.663352 1.146832 -2.897644 0.0156 0.0401 0.0401
H 1.221902 0.183154 -3.144803 0.0057 -0.0242 -0.0162
H -0.142918 -0.324379 -4.162596 0.0019 0.0146 0.0141
H -2.031426 -1.707583 -2.846571 0.0470 -0.0082 -0.0203
H -1.999844 -0.440607 -1.583894 -0.0134 -0.0033 -0.0814
H 1.169742 -2.172552 -3.473996 0.0251 0.0229 0.0421
H -0.118844 -3.121494 -2.737281 -0.0235 0.0126 -0.0291
C -3.560658 1.123860 4.009347 0.0361 -0.0220 -0.0073
C -2.505425 1.657555 3.042653 0.0367 -0.1455 -0.1300
O -2.650504 3.068078 2.899737 -0.0698 0.0485 0.0083
P -2.864995 1.050405 1.352324 -0.1604 0.4560 0.0620
O -3.318830 -0.444048 1.338898 0.4890 -0.5237 -0.2033
O -4.270148 1.783905 1.074396 0.1590 -0.1141 -0.1028
O -1.851142 1.409386 0.316605 -0.1434 -0.1810 0.3419
P -0.813460 1.137228 3.764788 -0.0815 -0.0664 0.0015
O -0.752244 -0.303996 2.756426 -0.0455 0.1509 -0.0379
O -0.236946 2.959227 3.726262 -0.0124 0.0264 0.0341
O 0.261489 1.894832 2.803101 0.0089 -0.0218 -0.0265
H -4.565797 1.369985 3.666777 -0.0183 0.0044 0.0029
H -3.398771 1.572765 4.990895 0.0079 0.0030 -0.0088
H -3.484477 0.038906 4.103258 -0.0194 -0.0056 0.0180
H -1.732257 3.400510 3.069516 0.0451 0.0084 0.0039
H -2.562161 -1.048536 1.036085 -0.1977 0.1115 0.0478
H -4.152892 2.716983 1.307653 -0.0086 0.0436 0.0758
H -1.103032 -1.113233 3.138904 0.0350 0.0087 0.1380
N 2.511932 -4.496496 1.510622 -0.0749 -0.2091 -0.2221
C 3.033792 -3.430873 2.376363 0.0411 0.0582 -0.0934
C 1.985494 -2.349924 2.544004 0.0460 0.0970 0.0114
N 2.524441 -1.230080 3.308513 0.0031 0.0292 0.0254
H 3.098342 -5.319848 1.558009 0.0171 -0.0320 0.0859
H 2.067644 -4.380693 -0.546568 -0.0825 0.4772 0.0009
H 1.587268 -4.772952 1.825804 0.0102 -0.0158 0.0145
H 3.914288 -2.999436 1.891920 -0.0122 -0.0021 -0.0035
H 3.342156 -3.787018 3.365548 -0.0129 -0.0290 -0.0104
H 1.127517 -2.755733 3.087147 -0.0125 -0.0132 -0.0022
H 1.634655 -2.069140 1.548175 -0.0885 -0.0858 -0.0617
H 3.201591 -0.725520 2.745366 -0.0203 0.0079 -0.0107
H 1.782841 -0.565720 3.507018 0.0097 -0.0181 0.0046
C 3.071750 2.280270 -1.366806 0.0072 0.0358 0.0600
S 3.233255 2.494156 0.420971 -0.0415 0.0096 -0.0074
C 1.852063 3.620691 0.709614 0.0498 -0.0233 -0.0153
H 3.489250 3.131708 -1.904065 0.0066 -0.0005 -0.0306
H 2.020410 2.156388 -1.628786 0.0853 0.0026 0.0476
H 3.613195 1.374934 -1.637275 0.0419 0.0013 -0.0268
H 0.932756 3.206425 0.295147 0.0275 0.0315 0.0193
H 2.050700 4.596632 0.267535 -0.0116 0.0151 -0.0021
H 1.727129 3.714866 1.786128 -0.0071 0.0111 0.0057